Entry P
{
  "formula": "C8H13N2O",
  "method": "the ωB97M-V functional and the def2-TZVPD basis",
  "elements": ["C", "C", "C", "C", "C", "C", "C", "C", "N", "N", "O", "H", "H", "H", "H", "H", "H", "H", "H", "H", "H", "H", "H", "H"],
  "positions_angstrom": [[-0.0145, 2.0955, 0.3956], [-0.0507, 0.6455, -1.6296], [-0.0368, -0.9120, -1.6671], [-0.8861, 1.0710, -0.2916], [-1.1207, -1.3342, -0.6755], [-1.5472, -0.2199, 0.2591], [1.3359, -0.1941, 0.9824], [0.5242, -1.4718, 1.2172], [0.7745, 1.1436, 1.4748], [-0.8441, -1.5533, 0.7164], [0.1364, 3.2401, 0.5005], [0.9256, 1.0490, -1.7880], [-0.4870, 1.1334, -2.5438], [-0.1789, -1.3253, -2.6002], [1.0358, -1.3957, -1.4739], [-1.7220, 1.6219, -0.7825], [-1.9944, -1.9934, -1.0542], [-2.5196, -0.0048, 0.6122], [2.3705, -0.1995, 1.2861], [1.3431, -0.0243, -0.1637], [0.3134, -1.5364, 2.2427], [1.0398, -2.2847, 0.8278], [0.0811, 0.8170, 2.1392], [1.5218, 1.6323, 2.0161]],
  "homo_energy_ev": -13.457,
  "gap_ha": 0.3635,
  "smiles": "O=C1[NH2+]CCN2[C@H]3[C@@H]1CC[C@H]32",
  "charge": 1
}

---

Entry Q
{
  "formula": "C8H13N2O",
  "method": "the ωB97M-V functional and the def2-TZVPD basis",
  "elements": ["C", "C", "C", "C", "C", "C", "C", "C", "N", "N", "O", "H", "H", "H", "H", "H", "H", "H", "H", "H", "H", "H", "H", "H"],
  "positions_angstrom": [[1.1967, -2.6884, 1.3214], [0.1546, -1.8612, 1.0131], [2.4216, -2.5045, 0.6915], [1.7372, -0.6791, -0.4133], [0.4587, -0.8561, 0.1113], [-2.1523, 0.4174, -1.0920], [-0.4864, 1.9498, 1.2250], [-0.7336, 0.8713, -1.0287], [2.7078, -1.5477, -0.1796], [-0.5667, 2.1515, -0.1689], [0.0144, 1.1052, -2.1564], [0.9686, -3.4992, 2.0312], [-0.8255, -1.8630, 1.4864], [3.0886, -3.2583, 0.7903], [1.8807, -0.0637, -1.2525], [-2.2763, -0.5182, -0.5272], [-2.4639, 0.3015, -2.1793], [-2.7844, 1.1430, -0.6595], [-0.3372, 2.9167, 1.7440], [-1.3823, 1.5332, 1.6636], [0.3988, 1.2894, 1.5187], [-1.3260, 2.7745, -0.3289], [0.3548, 2.4068, -0.6635], [-0.0476, 0.4789, -2.9468]],
  "homo_energy_ev": -12.498,
  "gap_ha": 0.3224,
  "charge": 1
}

---

We find entry P to be the most stable, with the next structure 72.1 kJ/mol higher.

---

Entry P
{
  "formula": "C2H3I3O",
  "method": "the ωB97M-V functional and the def2-TZVPD basis",
  "elements": ["C", "C", "O", "I", "I", "I", "H", "H", "H"],
  "positions_angstrom": [[-0.6110, 0.0517, -1.0382], [-0.1612, 1.1013, -0.3854], [0.4715, -1.4437, 0.8816], [0.5107, -0.7890, -2.5249], [2.1365, -0.4888, 1.3739], [-1.4558, 1.9165, 1.1366], [-1.6720, -0.2098, -0.9118], [0.8057, 1.5960, -0.2422], [-0.0243, -1.7342, 1.7103]],
  "homo_energy_ev": -8.813,
  "gap_ha": 0.2921,
  "smiles": "I/C=C/I.OI"
}

---

Entry Q
{
  "formula": "C2H3I3O",
  "method": "the ωB97M-V functional and the def2-TZVPD basis",
  "elements": ["C", "C", "O", "I", "I", "I", "H", "H", "H"],
  "positions_angstrom": [[-0.6005, 0.5943, -0.8758], [0.7940, -0.3253, 0.3528], [0.4373, -0.0412, 1.5877], [-2.5117, -0.1803, -0.1335], [0.6844, -2.4309, 0.0077], [2.5250, 0.7605, -0.0714], [-0.6273, 1.6736, -0.8137], [-0.2210, 0.3464, -1.9361], [-0.4802, -0.3971, 1.8822]],
  "homo_energy_ev": -9.043,
  "gap_ha": 0.3176
}

---

We find entry P to be the most stable, with the next structure 10.4 kJ/mol higher.

---

Entry P
{
  "formula": "C3H13NO3",
  "method": "the ωB97M-V functional and the def2-TZVPD basis",
  "elements": ["C", "N", "C", "O", "C", "H", "H", "H", "H", "H", "H", "H", "H", "H", "H", "H", "O", "H", "H", "O"],
  "positions_angstrom": [[-2.2330, -0.4051, -1.3903], [-1.5600, -1.1179, -0.3600], [-0.4067, -0.5138, 0.2288], [0.2896, -1.2233, 1.2601], [-1.3159, 0.2007, -2.4599], [-2.8562, 0.4461, -1.0440], [-2.9918, -0.9973, -1.9046], [-2.1643, -1.5623, 0.3140], [-0.6270, 0.4721, 0.6641], [0.3498, -0.2487, -0.5150], [-0.1264, -2.0902, 1.2532], [-1.8265, 0.6685, -3.3044], [-0.7385, -0.5869, -2.9476], [-0.7225, 1.0122, -2.0429], [3.4030, -1.2509, -0.8350], [2.4559, -1.4549, 0.2970], [2.6838, -0.8003, -0.3685], [2.5449, 3.8202, 4.6795], [2.7524, 2.5844, 3.8495], [3.0893, 3.0474, 4.6262]],
  "homo_energy_ev": -8.702,
  "gap_ha": 0.3458,
  "smiles": "CCNCO.O.O"
}

---

Entry Q
{
  "formula": "C3H13NO3",
  "method": "the ωB97M-V functional and the def2-TZVPD basis",
  "elements": ["C", "N", "C", "C", "O", "H", "H", "H", "H", "H", "H", "H", "H", "H", "H", "H", "O", "H", "H", "O"],
  "positions_angstrom": [[0.5108, -1.9797, -1.1969], [-0.0510, -0.1444, -1.0518], [1.1738, 0.4816, -0.6109], [1.2755, 0.9784, 0.8032], [0.3875, 2.1212, 0.9367], [0.6326, -2.1595, -0.1331], [-0.4017, -2.3459, -1.6699], [1.2992, -1.7463, -1.8166], [-0.7815, 0.5131, -1.1424], [1.3509, 1.3978, -1.2940], [1.8605, -0.2213, -0.7350], [2.3272, 1.2806, 1.0053], [0.9888, 0.2203, 1.5688], [0.1478, 2.3285, 1.8069], [-2.1996, 0.1256, 0.5273], [-2.6187, 1.7316, 0.6841], [-2.7732, 0.8403, 0.1357], [-1.5064, -1.8290, 1.0492], [-0.6083, -0.6411, 0.0912], [-1.0145, -0.9518, 1.0425]],
  "homo_energy_ev": -8.924,
  "gap_ha": 0.3361
}

---

Entry R
{
  "formula": "C3H13NO3",
  "method": "the ωB97M-V functional and the def2-TZVPD basis",
  "elements": ["C", "C", "C", "N", "H", "H", "H", "H", "H", "H", "H", "H", "H", "O", "H", "H", "O", "H", "H", "O"],
  "positions_angstrom": [[2.0205, 0.4444, 1.7472], [1.4926, -0.1849, 0.4954], [0.7056, -1.2672, 0.5200], [0.0887, -1.8280, -0.5914], [3.0625, 0.7245, 1.6013], [1.7611, -0.1602, 2.6173], [1.5283, 1.3998, 1.9946], [1.8219, 0.1639, -0.4772], [0.4926, -1.7429, 1.4736], [0.1009, -2.8178, -0.6057], [0.0609, -1.3854, -1.5006], [-0.1819, 0.8567, -1.5512], [-0.5405, 1.2070, -2.9571], [-0.2481, 0.4663, -2.4241], [-1.5736, -0.9405, 0.4072], [-2.8186, -0.2838, -0.1654], [-2.3054, -0.3660, 0.6273], [-0.9379, 2.8804, 0.5512], [-1.0810, 1.4034, 0.6949], [-0.8988, 2.0660, 0.0179]],
  "homo_energy_ev": -8.097,
  "gap_ha": 0.3258,
  "smiles": "C/C=C/N.O.O.O"
}

---

Entry S
{
  "formula": "C3H13NO3",
  "method": "the ωB97M-V functional and the def2-TZVPD basis",
  "elements": ["C", "C", "C", "N", "H", "H", "H", "H", "H", "H", "H", "H", "H", "O", "H", "H", "O", "H", "H", "O"],
  "positions_angstrom": [[0.0732, 0.4084, -2.7073], [1.1936, 0.5245, -1.7513], [1.0578, -0.4414, 0.3443], [0.6819, 0.5467, -0.3480], [-0.5532, 1.2904, -2.5729], [0.4395, 0.2923, -3.7525], [-0.4598, -0.5559, -2.6396], [1.9023, 1.3673, -1.6333], [1.8688, -0.3496, -1.8148], [0.4603, -0.6385, 1.2593], [1.6589, -1.3432, 0.1409], [0.8717, 1.4395, 1.3684], [1.2658, 2.5624, 2.3789], [0.6809, 1.8237, 2.2475], [-1.6831, 0.6260, 1.4034], [-0.7809, 0.5318, 2.5284], [-1.6362, 0.1617, 2.2510], [-1.7475, -2.3633, 1.4301], [-3.0966, -2.9747, 1.1052], [-2.1974, -2.9080, 0.7622]],
  "homo_energy_ev": -10.407,
  "gap_ha": 0.4100,
  "smiles": "C=NCC.O.O.O"
}

---

We find entry R to be the most stable, with the next structure 68.9 kJ/mol higher.

---

Entry P
{
  "formula": "C3H13NO3",
  "method": "the ωB97M-V functional and the def2-TZVPD basis",
  "elements": ["C", "N", "C", "C", "O", "H", "H", "H", "H", "H", "H", "H", "H", "H", "H", "H", "O", "H", "H", "O"],
  "positions_angstrom": [[1.3107, 0.3416, 0.9246], [-0.0477, -0.0080, 0.5154], [-0.1763, -1.4468, 0.2579], [-1.4079, -2.0690, 0.9089], [-2.5654, -1.7376, 0.1413], [1.4945, 1.4220, 0.9072], [2.0691, -0.0307, 0.2542], [1.4837, 0.0572, 1.9498], [-0.6941, 0.3371, 1.2081], [-0.1983, -1.6100, -0.8223], [0.7537, -1.9531, 0.5292], [-1.2706, -3.1467, 0.8860], [-1.5330, -1.6784, 1.9172], [-2.4433, -0.8794, -0.2596], [0.1048, 2.2966, -0.0985], [0.2111, 3.2377, -1.2730], [-0.0070, 3.2138, -0.3337], [0.6943, 0.9634, -3.2370], [1.1847, 1.1081, -1.7803], [1.0369, 1.5823, -2.5955]],
  "homo_energy_ev": -9.502,
  "gap_ha": 0.3713,
  "smiles": "CNCCO.O.O"
}

---

Entry Q
{
  "formula": "C3H13NO3",
  "method": "the ωB97M-V functional and the def2-TZVPD basis",
  "elements": ["C", "C", "N", "C", "H", "H", "H", "H", "H", "H", "H", "H", "H", "O", "H", "H", "O", "H", "H", "O"],
  "positions_angstrom": [[0.9714, 2.5554, -1.9422], [1.0503, 1.2246, -1.6441], [2.2577, 0.5192, -1.3636], [2.4939, 0.4693, 0.0799], [0.2650, 3.0719, -1.3021], [1.4050, 2.9630, -2.8452], [0.1742, 0.6917, -1.2690], [2.9553, 1.1175, -1.7936], [2.6530, 1.4786, 0.4730], [1.6852, -0.0101, 0.6196], [3.3674, -0.1649, 0.2090], [-5.8429, 1.9225, 2.9192], [-6.7145, 2.0781, 1.8215], [-5.9211, 2.5206, 2.1592], [-0.0457, -0.0225, 1.0822], [-1.4539, -0.1809, 1.4404], [-0.5799, -0.3017, 1.8374], [1.5365, -6.6364, 0.1296], [1.1287, -5.1094, 0.0505], [0.9880, -5.9880, -0.3136]],
  "homo_energy_ev": -8.209,
  "gap_ha": 0.3232,
  "smiles": "C=CNC.O.O.O"
}

---

We find entry P to be the most stable, with the next structure 204.3 kJ/mol higher.

---

Entry P
{
  "formula": "C3H13NO3",
  "method": "the ωB97M-V functional and the def2-TZVPD basis",
  "elements": ["C", "C", "C", "O", "N", "H", "H", "H", "H", "H", "H", "H", "H", "H", "H", "H", "O", "H", "H", "O"],
  "positions_angstrom": [[-1.1614, 1.2582, 0.4864], [-0.7033, -0.1846, 0.3542], [-0.4936, -0.5784, -1.1024], [-0.2945, -1.9651, -1.2821], [-1.2538, 1.6643, 1.8967], [-0.4501, 1.8967, -0.0524], [-2.1155, 1.3937, -0.0247], [0.2364, -0.3074, 0.9166], [-1.4220, -0.8714, 0.8114], [-1.3784, -0.3305, -1.6890], [0.3095, 0.0253, -1.5175], [0.3532, -2.2640, -0.6327], [-0.3570, 2.0227, 2.2013], [-1.8941, 2.4454, 1.9787], [0.8907, -4.5486, 0.9470], [1.1781, -4.1575, -0.5014], [1.2706, -3.8475, 0.4113], [2.0890, 2.7444, -0.3535], [2.4388, 2.6291, -1.8441], [2.7572, 2.9752, -1.0039]],
  "homo_energy_ev": -9.545,
  "gap_ha": 0.3740,
  "smiles": "NCCCO.O.O"
}

---

Entry Q
{
  "formula": "C3H13NO3",
  "method": "the ωB97M-V functional and the def2-TZVPD basis",
  "elements": ["C", "C", "C", "N", "H", "H", "H", "H", "H", "H", "H", "H", "H", "O", "H", "H", "O", "H", "H", "O"],
  "positions_angstrom": [[1.6600, -1.2880, -2.3780], [0.8931, -0.3751, -1.4660], [0.0097, 0.5083, -1.9192], [1.3203, -0.3964, -0.1468], [2.6350, -1.5242, -1.9488], [1.7688, -0.9459, -3.4023], [1.2198, -2.2872, -2.4741], [-0.4912, 1.2619, -1.3131], [-0.5217, 0.4741, -2.8605], [2.1810, -0.8631, 0.0733], [1.1620, 0.4465, 0.3924], [-1.9830, -0.0462, 1.7964], [-3.1642, 0.4536, 2.4928], [-2.7721, 0.4830, 1.6076], [-0.0063, -1.7000, 1.6284], [0.3991, -1.9306, 3.0653], [0.3936, -1.2489, 2.3818], [-2.2061, 2.5427, 1.6579], [-1.1931, 3.5551, 1.0691], [-1.3048, 2.8806, 1.7440]],
  "homo_energy_ev": -7.909,
  "gap_ha": 0.3116,
  "smiles": "C=C(C)N.O.O.O"
}

---

We find entry P to be the most stable, with the next structure 27.4 kJ/mol higher.